Molecular formula: C16H36F2N10O26
Method: DFT, ωB97M-V with the def2-TZVPD basis set

The geometry in XYZ format:
```
90
Properties=species:S:1:pos:R:3:mulliken_charge:R:1
O -0.799 3.188 2.146 -0.369
C -0.407 0.834 -0.454 0.244
N -2.109 -0.436 4.623 0.809
H 0.540 4.263 4.829 0.292
H -0.326 -0.510 5.584 0.367
H 2.626 -0.186 0.442 -0.469
N -1.649 2.218 -4.536 0.964
H 2.190 4.007 0.220 0.222
C -0.499 -4.078 -5.489 -0.380
H -4.403 -1.111 1.469 0.138
N -0.011 3.029 3.039 0.722
H 0.020 -4.875 3.091 0.387
O 5.704 -4.834 0.714 -0.592
H 2.094 -0.345 2.051 -0.275
H 3.343 -2.865 0.193 -0.209
H -5.922 -2.022 1.701 0.358
O 0.926 -2.335 -1.100 -0.528
F 1.726 -3.946 -4.884 -0.339
H 3.735 -1.031 1.458 0.531
H 2.988 3.030 -1.131 0.079
O -0.824 2.730 -3.784 -0.509
C -5.172 -1.396 2.186 -0.645
H 1.856 1.288 -4.072 0.267
N 4.799 -4.114 0.961 0.966
O -3.211 2.984 -1.015 -0.541
O 3.123 -0.767 -1.906 -0.439
H 0.378 -3.823 -3.472 0.192
H -3.431 4.898 1.396 0.249
O 3.704 5.620 -0.497 -0.554
C -0.947 -0.020 0.738 0.795
O 4.700 -3.444 1.973 -0.552
C 2.337 3.858 -0.850 -0.346
C 3.702 -3.866 -0.047 -0.195
N 3.180 0.184 -2.702 0.968
H -3.911 5.217 -0.418 0.313
O -3.609 2.373 0.957 -0.420
H -3.632 2.389 -3.841 0.339
H 0.071 -4.382 -6.367 0.264
O -0.153 -1.170 0.604 -0.009
O -1.536 2.107 -5.771 -0.521
H -1.070 -4.920 -5.097 0.290
C -0.622 -0.825 4.583 -0.548
H -1.030 4.472 4.158 0.315
O 0.564 -2.212 -4.659 -0.176
C -0.645 -1.812 -5.154 0.500
H -0.565 2.902 4.996 0.288
H 1.317 3.779 -1.226 0.187
C -3.992 4.633 0.499 -0.819
H 1.282 -4.849 1.946 0.259
C 0.683 -4.184 2.569 -0.769
C -0.265 3.717 4.338 -0.866
H 2.807 -0.039 -4.596 0.371
O -0.081 -0.200 -1.431 0.117
N -3.557 3.242 0.127 0.890
H -3.051 0.725 -4.436 0.333
N 1.609 -3.595 3.518 0.860
C -2.833 1.650 -3.903 -0.626
H 2.990 -4.625 0.277 0.197
N -5.994 -0.223 2.449 0.947
O 2.033 -4.193 4.476 -0.558
H -4.840 -1.858 3.116 0.259
H 0.088 -3.550 1.912 0.191
H 4.027 -3.945 -1.084 0.332
O 0.848 2.072 3.032 -0.386
C 3.004 -0.222 1.464 0.273
O 3.806 1.516 2.651 -0.595
C 0.204 -1.331 -0.756 0.323
H -1.119 1.575 -0.817 -0.180
O -1.325 -2.894 -5.593 -0.369
O 3.146 5.305 -2.518 -0.599
N 3.639 1.100 1.482 1.063
C 2.183 0.294 -3.767 -0.599
H -0.550 -1.912 4.540 0.233
H -2.596 1.269 -2.910 0.041
N 3.088 5.071 -1.323 0.976
O -6.175 0.108 3.597 -0.513
O 4.093 0.992 -2.717 -0.580
O 1.889 -2.408 3.311 -0.420
H -2.022 -0.164 0.634 -0.226
H -5.049 4.616 0.763 0.318
F 0.692 1.473 0.031 0.029
H 1.392 -0.434 -3.587 0.095
O 3.963 1.662 0.453 -0.574
O -2.669 -0.560 5.722 -0.540
O -6.512 0.404 1.479 -0.545
C 0.517 -3.547 -4.517 0.399
O -1.058 -0.679 -5.051 -0.440
H -0.705 0.480 1.675 -0.352
H -0.097 -0.353 3.753 0.052
O -2.629 -0.187 3.552 -0.434
```

SMILES string: O=C1OC[C@@H](F)O1.O=C1OC[C@@H](F)O1.C[N+](=O)[O-].C[N+](=O)[O-].C[N+](=O)[O-].C[N+](=O)[O-].C[N+](=O)[O-].C[N+](=O)[O-].C[N+](=O)[O-].C[N+](=O)[O-].C[N+](=O)[O-].C[N+](=O)[O-]
E_tot: -90716.3376 eV
frontier orbital gap: 9.519 eV
HOMO: -10.45 eV

---

Molecular formula: C4H12N2O2
Method: DFT, ωB97M-V with the def2-TZVPD basis set

The geometry in XYZ format:
```
20
Properties=species:S:1:pos:R:3:mulliken_charge:R:1
O -0.996 -0.285 1.920 -0.418
H -1.600 -2.282 -1.838 0.346
C 1.600 1.039 1.427 -1.234
H -0.074 -2.099 -0.994 0.265
H 1.402 0.665 2.430 0.341
N -0.674 0.365 0.704 -0.348
H -1.576 -2.201 -0.062 0.235
N 0.814 0.733 -0.917 -0.098
C 0.738 0.247 0.446 -0.170
H 2.660 0.938 1.189 0.327
H -2.266 0.061 -0.783 0.330
H 0.029 2.383 -0.308 0.418
H 1.420 0.363 -1.638 0.218
C -1.289 -0.316 -1.054 -0.116
H -1.105 0.079 -2.048 0.271
H -0.748 -1.224 1.841 0.324
C -1.128 -1.807 -0.973 -0.973
H 1.321 2.091 1.403 0.290
O 0.375 2.054 -1.160 -0.422
H 1.096 -0.804 0.415 0.416
```

relative energy (zero: lowest compared OMol25 entry of this formula, charge and spin): 752.7 kJ/mol
E_tot: -11411.4159 eV
frontier orbital gap: 8.763 eV
HOMO: -7.90 eV

---

Molecular formula: C2H2NO2S
Method: DFT, ωB97M-V with the def2-TZVPD basis set

The geometry in XYZ format:
```
8
Properties=species:S:1:pos:R:3:mulliken_charge:R:1
H 1.574 -1.031 -0.028 0.219
C 0.341 0.605 0.113 -0.299
N 1.530 -0.022 0.003 -0.422
H 2.426 0.471 -0.005 0.206
S 0.437 2.278 0.218 -0.627
C -2.014 -0.706 -0.088 0.586
O -1.816 -1.480 0.759 -0.335
O -2.477 -0.115 -0.972 -0.328
```

total charge: -1
relative energy (zero: lowest compared OMol25 entry of this formula, charge and spin): 101.8 kJ/mol
E_tot: -18527.3742 eV
frontier orbital gap: 5.956 eV
HOMO: -2.18 eV